(1)
A cluster of 8 separate species, C36H86N2O8 in total. Source: the Open Molecules 2025 dataset; level of theory: ωB97M-V/def2-TZVPD.

Geometry (Å):
C1 6.0400 -7.9104 -0.4198
C2 6.8095 -8.9625 0.3742
C3 8.1890 -8.3179 1.1056
C4 5.8470 -9.4872 1.5490
C5 4.7485 -10.4413 1.0625
C6 5.4771 -11.5496 0.3435
C7 6.4109 -11.1851 -0.9083
C8 7.2386 -12.4477 -1.2701
C9 5.4997 -10.9263 -2.1563
N1 7.2596 -10.0847 -0.4537
O1 8.3165 -9.7976 -1.4051
H1 6.6726 -7.4040 -1.1488
H2 5.0594 -8.2440 -0.7595
H3 5.7052 -7.2111 0.3463
H4 7.9587 -7.5738 1.8681
H5 8.8433 -9.0736 1.5403
H6 8.8025 -7.7829 0.3807
H7 6.3593 -9.9257 2.4054
H8 5.3255 -8.6096 1.9312
H9 4.2210 -10.8294 1.9338
H10 4.1211 -10.0397 0.2668
H11 4.6849 -12.2386 0.0505
H12 6.2196 -12.0672 0.9508
H13 7.8204 -12.5991 -0.3609
H14 7.9354 -12.2999 -2.0952
H15 6.7266 -13.3901 -1.4650
H16 5.6970 -11.5148 -3.0523
H17 5.8130 -9.9461 -2.5156
H18 4.4899 -10.9718 -1.7484
H19 9.0235 -10.3247 -1.0258
C10 3.2160 -21.0386 4.1901
C11 4.1420 -19.8508 4.6454
C12 4.6364 -20.0224 6.1304
C13 5.3529 -19.8164 3.8262
C14 6.2168 -18.6590 3.9782
C15 5.4005 -17.4306 3.6095
C16 4.0328 -17.2744 4.3569
C17 4.4336 -16.7780 5.7837
C18 3.1211 -16.2175 3.7764
N2 3.3528 -18.5819 4.3479
O2 2.0884 -18.4914 4.9922
H20 2.1751 -21.0857 4.5104
H21 3.1230 -21.0277 3.1041
H22 3.5195 -22.0528 4.4495
H23 5.5081 -19.4173 6.3794
H24 3.8108 -19.5528 6.6651
H25 4.8089 -21.0730 6.3643
H26 5.9634 -20.7099 3.9568
H27 5.1430 -19.8517 2.7571
H28 6.6347 -18.5743 4.9813
H29 7.1067 -18.8060 3.3661
H30 5.1282 -17.6139 2.5701
H31 6.0567 -16.5936 3.3706
H32 4.7821 -15.7479 5.7096
H33 5.1429 -17.2891 6.4347
H34 3.5349 -16.7279 6.3984
H35 3.6902 -15.2909 3.7008
H36 2.3246 -15.8922 4.4456
H37 2.7106 -16.4480 2.7933
H38 1.4972 -18.1006 4.3446
C19 4.5051 -5.9673 -5.6287
C20 4.2340 -4.4984 -5.2186
C21 5.2984 -3.6091 -5.8368
O3 3.0223 -3.9572 -5.6702
H39 3.7626 -6.6934 -5.2976
H40 5.4908 -6.1509 -5.2012
H41 4.7183 -6.0275 -6.6959
H42 4.2431 -4.3558 -4.1380
H43 5.3447 -2.5244 -5.7397
H44 5.4238 -3.8550 -6.8912
H45 6.2384 -4.0146 -5.4626
H46 3.1510 -3.0074 -5.7231
C22 11.4478 -13.1381 2.4787
C23 11.7827 -14.5762 2.7630
C24 12.6796 -15.1328 1.6332
O4 12.6112 -14.6696 3.8704
H47 12.2398 -12.7148 1.8609
H48 11.3902 -12.4905 3.3535
H49 10.5454 -12.9636 1.8927
H50 10.9179 -15.2233 2.9098
H51 12.2188 -14.8716 0.6806
H52 12.6633 -16.2207 1.6996
H53 13.6744 -14.6906 1.6874
H54 12.0716 -14.4482 4.6330
C25 8.5056 -12.7954 6.6867
C26 9.3958 -13.2510 7.8479
C27 9.0870 -14.6699 8.3249
O5 10.7936 -13.2883 7.5118
H55 8.5895 -13.3634 5.7601
H56 8.7041 -11.8425 6.1962
H57 7.4720 -12.7383 7.0280
H58 9.2774 -12.4390 8.5653
H59 8.2138 -14.6568 8.9772
H60 9.8582 -15.0858 8.9732
H61 8.8045 -15.3582 7.5283
H62 11.2755 -13.1356 8.3279
C28 9.5056 -14.3016 -6.7206
C29 10.3860 -15.5663 -6.7014
C30 9.9108 -16.8967 -7.5400
O6 11.6668 -15.1299 -7.2003
H63 9.3838 -13.9221 -7.7351
H64 9.7180 -13.4516 -6.0721
H65 8.5049 -14.6238 -6.4326
H66 10.5443 -15.7943 -5.6473
H67 10.7434 -17.5950 -7.4550
H68 9.6466 -16.7239 -8.5833
H69 9.0986 -17.3857 -7.0020
H70 11.8383 -14.1919 -7.0889
C31 13.9797 -11.1150 -4.1838
C32 14.8467 -11.3930 -5.4058
C33 15.5190 -12.7375 -5.3265
O7 14.0343 -11.3550 -6.4979
H71 13.2816 -11.9025 -3.9000
H72 13.2543 -10.3521 -4.4664
H73 14.4392 -10.7709 -3.2573
H74 15.5491 -10.5713 -5.5456
H75 14.9502 -13.6589 -5.2014
H76 16.1865 -12.6716 -4.4673
H77 16.1493 -12.9695 -6.1850
H78 13.9744 -10.5115 -6.9522
C34 3.7343 -18.7994 -3.6318
C35 4.1724 -17.3416 -3.3363
C36 4.4529 -16.6045 -4.6540
O8 3.1306 -16.7486 -2.7171
H79 2.8449 -18.9929 -4.2314
H80 3.7540 -19.3622 -2.6985
H81 4.4878 -19.2708 -4.2629
H82 4.9152 -17.3615 -2.5389
H83 5.4013 -16.8961 -5.1053
H84 4.4481 -15.5153 -4.6126
H85 3.7649 -16.7993 -5.4767
H86 2.4113 -16.5952 -3.3340

Forces on atoms 1 to 3 (eV/Å):
C -0.0612 0.5546 1.4029
C 1.3729 -0.1485 1.4134
C -1.6359 -0.3155 -1.3188

Summary:
Total charge: 0
HOMO-LUMO gap in eV: 8.4
SMILES: CC1(C)CCCC(C)(C)N1O.CC1(C)CCCC(C)(C)N1O.CC(C)O.CC(C)O.CC(C)O.CC(C)O.CC(C)O.CC(C)O
HOMO in eV: -8.2
Energy above the lowest of the compared OMol25 structures with the same formula, charge and spin in kcal per mole: 147.20

***

(2)
A cluster of 6 separate species, C36H87BClN5OP in total. Source: the Open Molecules 2025 dataset; level of theory: ωB97M-V/def2-TZVPD.

Geometry (Å):
C1 4.7872 3.1624 2.5245
C2 5.1700 3.5921 1.4674
C3 5.4778 4.1153 0.1611
P1 4.4451 3.1574 -1.2320
Cl1 3.3944 1.8726 -2.7763
C4 2.7903 3.9351 -0.6246
C5 1.7855 4.1441 -1.4963
B1 6.0702 2.2272 -1.7767
C6 6.3293 0.7447 -1.2733
O1 7.0553 2.8256 -2.5762
H1 4.2645 2.6215 3.2734
H2 5.2796 5.1836 0.1290
H3 6.5503 3.9734 -0.0070
H4 4.1870 2.0957 -0.2627
H5 4.6434 4.2452 -2.1976
H6 2.6538 4.2255 0.4150
H7 2.0451 4.6359 -2.4318
H8 0.7736 3.7899 -1.3270
H9 5.4857 0.1287 -1.5766
H10 7.2541 0.3502 -1.6971
H11 6.4570 0.6966 -0.1923
H12 6.7570 2.8032 -3.4916
C7 -0.8967 1.8860 1.1488
C8 -2.2950 2.4521 1.3443
N1 -2.8343 3.0797 0.1561
C9 -4.0144 3.8806 0.4123
C10 -5.2762 3.1693 0.9235
C11 -2.8766 2.2406 -1.0259
C12 -3.6382 0.9124 -0.9240
H13 -0.2141 2.6412 0.7581
H14 -0.5026 1.5422 2.1064
H15 -0.8916 1.0324 0.4698
H16 -2.2378 3.2050 2.1358
H17 -2.9548 1.6521 1.7228
H18 -4.2636 4.4353 -0.4968
H19 -3.7380 4.6444 1.1466
H20 -5.7638 2.5901 0.1392
H21 -6.0001 3.9121 1.2675
H22 -5.0627 2.5081 1.7648
H23 -1.8493 2.0164 -1.3234
H24 -3.2770 2.8262 -1.8572
H25 -3.3695 0.3514 -0.0273
H26 -3.3914 0.2845 -1.7834
H27 -4.7193 1.0556 -0.9331
C13 4.8284 -3.0638 -8.4287
C14 5.2118 -3.0780 -6.9558
N2 5.2244 -1.7593 -6.3608
C15 5.8771 -1.7096 -5.0614
C16 5.2485 -2.4923 -3.9037
C17 3.9884 -1.0040 -6.4701
C18 2.7090 -1.6320 -5.9050
H28 5.4574 -2.3687 -8.9866
H29 4.9630 -4.0596 -8.8553
H30 3.7850 -2.7837 -8.5778
H31 6.2196 -3.4948 -6.8731
H32 4.5435 -3.7746 -6.4229
H33 5.9786 -0.6638 -4.7625
H34 6.9028 -2.0702 -5.1982
H35 4.3426 -2.0138 -3.5352
H36 5.9498 -2.5291 -3.0676
H37 5.0147 -3.5220 -4.1812
H38 3.8156 -0.7826 -7.5280
H39 4.1353 -0.0258 -6.0081
H40 2.5738 -2.6685 -6.2224
H41 1.8423 -1.0709 -6.2603
H42 2.6862 -1.5973 -4.8177
C19 -9.4994 -1.0502 0.7292
C20 -8.4695 -0.6864 -0.3303
N3 -8.0854 -1.8115 -1.1602
C21 -6.8936 -1.5621 -1.9524
C22 -6.9615 -0.4658 -3.0227
C23 -9.1706 -2.4945 -1.8386
C24 -10.0778 -1.6708 -2.7625
H43 -9.1608 -1.8999 1.3237
H44 -9.6497 -0.2050 1.4022
H45 -10.4688 -1.2958 0.2933
H46 -7.5734 -0.3239 0.1806
H47 -8.8527 0.1605 -0.9220
H48 -6.5785 -2.4969 -2.4237
H49 -6.0850 -1.3083 -1.2593
H50 -7.5452 -0.7805 -3.8870
H51 -5.9541 -0.2462 -3.3820
H52 -7.3787 0.4648 -2.6366
H53 -9.8030 -2.9622 -1.0785
H54 -8.7528 -3.3330 -2.4008
H55 -10.4100 -0.7439 -2.2927
H56 -10.9716 -2.2498 -3.0054
H57 -9.5915 -1.4238 -3.7046
C25 8.5750 -3.1860 3.5660
C26 7.2727 -2.6469 2.9914
N4 6.7219 -1.5534 3.7640
C27 5.3465 -1.2333 3.4177
C28 5.0724 -0.7150 2.0040
C29 7.6008 -0.4134 3.9620
C30 8.1653 0.2874 2.7198
H58 8.4564 -3.4477 4.6187
H59 8.8727 -4.0858 3.0249
H60 9.3907 -2.4675 3.4768
H61 6.5416 -3.4600 2.9900
H62 7.4362 -2.3757 1.9363
H63 4.9634 -0.5105 4.1439
H64 4.7475 -2.1380 3.5744
H65 5.4165 0.3097 1.8769
H66 3.9972 -0.7110 1.8142
H67 5.5343 -1.3383 1.2377
H68 8.4441 -0.7408 4.5787
H69 7.0789 0.3216 4.5792
H70 8.5744 -0.4212 1.9975
H71 8.9780 0.9543 3.0167
H72 7.4184 0.9002 2.2175
C31 -2.2944 0.2645 4.6728
C32 -3.4480 -0.0837 5.5996
N5 -4.7419 0.2567 5.0364
C33 -5.8219 0.2221 6.0038
C34 -6.1764 -1.1253 6.6461
C35 -5.0352 -0.3189 3.7352
C36 -4.9824 -1.8448 3.5892
H73 -2.3482 1.3088 4.3622
H74 -1.3436 0.1151 5.1857
H75 -2.2851 -0.3623 3.7802
H76 -3.3233 0.4808 6.5276
H77 -3.3746 -1.1486 5.8735
H78 -6.7193 0.6399 5.5390
H79 -5.5639 0.9209 6.8064
H80 -6.6949 -1.7844 5.9511
H81 -6.8491 -0.9607 7.4910
H82 -5.2956 -1.6432 7.0266
H83 -4.3364 0.1113 3.0115
H84 -6.0169 0.0387 3.4131
H85 -4.0772 -2.2684 4.0262
H86 -4.9849 -2.1084 2.5294
H87 -5.8447 -2.3328 4.0416

Forces on atoms 1 to 3 (eV/Å):
C -0.1571 -0.3316 0.0537
C -0.3211 0.1929 0.0005
C 0.4084 -0.1749 -0.0479

Summary:
Total charge: -1
HOMO-LUMO gap in eV: 5.5
HOMO in eV: -3.5

***

(3)
A structure of composition C36H87CdF6N5O16PS4. Source: the Open Molecules 2025 dataset; level of theory: ωB97M-V/def2-TZVPD.

Geometry (Å):
Cd1 25.0002 -38.1130 -13.2362
S1 23.8220 -39.1420 -15.3518
O1 22.8315 -38.3280 -16.0940
O2 23.4804 -39.2183 -13.9068
O3 23.7870 -40.3679 -16.1316
O4 25.1129 -38.4247 -15.2084
P1 26.9617 -39.2020 -11.7038
F1 27.5949 -38.2525 -10.5725
F2 27.1559 -37.9589 -12.7765
F3 28.4738 -39.6774 -12.0602
F4 26.3041 -40.0630 -12.9013
F5 26.7153 -40.4285 -10.6886
F6 25.5238 -38.5620 -11.3591
C1 27.3333 -41.1112 -6.7364
C2 28.7499 -41.6692 -6.8230
N1 29.7247 -40.7247 -7.3131
C3 31.1028 -41.0189 -6.9304
C4 31.4124 -41.1864 -5.4581
C5 29.5206 -40.5057 -8.7561
C6 30.5538 -39.5717 -9.3536
H1 27.3161 -40.2363 -6.0809
H2 26.6255 -41.8136 -6.2930
H3 26.9332 -40.7376 -7.6801
H4 29.0188 -42.0643 -5.8415
H5 28.7795 -42.5750 -7.4520
H6 31.5064 -41.8702 -7.5028
H7 31.6573 -40.1511 -7.2916
H8 31.0587 -40.3497 -4.8601
H9 30.9794 -42.1348 -5.1315
H10 32.4871 -41.3466 -5.3685
H11 28.5688 -40.0348 -8.9912
H12 29.5671 -41.4838 -9.2569
H13 30.5656 -38.6757 -8.7241
H14 30.2079 -39.2487 -10.3344
H15 31.5884 -39.9118 -9.3781
C7 28.7545 -33.4186 -10.4997
C8 29.0511 -34.9281 -10.6303
N2 30.3215 -35.1359 -11.3266
C9 30.4595 -34.5737 -12.6696
C10 29.5820 -35.1794 -13.7440
C11 30.7148 -36.5494 -11.2063
C12 32.1521 -36.8095 -11.6199
H16 29.6503 -32.8716 -10.1964
H17 27.9606 -33.2086 -9.7825
H18 28.5071 -32.8888 -11.4234
H19 29.2217 -35.3080 -9.6236
H20 28.2416 -35.4888 -11.1115
H21 31.4975 -34.6711 -12.9841
H22 30.1908 -33.5171 -12.6157
H23 29.8780 -36.2247 -13.8526
H24 29.6934 -34.6903 -14.7131
H25 28.5344 -35.0415 -13.4790
H26 30.5483 -36.9437 -10.2082
H27 30.0608 -37.0585 -11.9295
H28 32.4013 -36.4267 -12.6098
H29 32.8364 -36.2772 -10.9525
H30 32.4264 -37.8646 -11.5964
C13 29.6377 -44.4155 -14.1952
C14 29.9990 -44.5998 -12.7287
N3 30.7687 -43.5118 -12.1514
C15 31.1411 -43.6316 -10.7366
C16 32.0301 -44.8492 -10.5237
C17 30.1768 -42.1916 -12.3329
C18 31.2549 -41.1380 -12.6420
H31 29.1340 -45.3163 -14.5460
H32 30.4670 -44.0840 -14.8214
H33 28.8704 -43.6458 -14.2937
H34 29.0016 -44.8356 -12.3149
H35 30.5552 -45.5360 -12.6522
H36 31.7676 -42.7773 -10.4807
H37 30.2170 -43.6380 -10.1465
H38 31.4926 -45.7865 -10.6771
H39 32.8388 -44.8624 -11.2538
H40 32.4102 -44.8016 -9.5022
H41 29.6287 -41.7888 -11.4728
H42 29.4484 -42.1803 -13.1428
H43 32.0489 -41.1136 -11.8938
H44 30.7458 -40.1723 -12.6565
H45 31.7730 -41.2536 -13.5957
C19 26.0363 -43.4903 -14.2699
C20 24.6961 -44.2260 -14.1963
N4 24.2288 -44.4336 -12.8255
C21 24.1240 -43.1546 -12.1085
C22 23.0587 -42.2055 -12.6349
C23 22.9819 -45.1924 -12.8034
C24 23.1492 -46.6991 -13.1126
H46 26.6124 -43.8107 -13.3965
H47 25.9413 -42.4104 -14.1633
H48 26.5617 -43.7756 -15.1782
H49 23.8706 -43.7800 -14.7687
H50 24.7806 -45.1928 -14.7005
H51 23.9546 -43.4155 -11.0566
H52 25.0880 -42.6475 -12.0262
H53 23.1342 -41.2509 -12.1096
H54 23.1544 -41.9728 -13.6963
H55 22.0355 -42.5694 -12.5175
H56 22.2848 -44.8086 -13.5608
H57 22.4472 -45.1033 -11.8576
H58 22.1990 -47.1519 -13.3958
H59 23.5531 -47.2077 -12.2360
H60 23.8361 -46.9099 -13.9329
C25 26.1407 -35.3676 -14.4567
C26 25.5946 -35.1930 -13.0269
N5 24.4538 -36.1178 -12.6743
C27 23.9839 -35.6917 -11.3425
C28 25.0375 -35.6088 -10.2280
C29 23.4177 -35.9160 -13.7508
C30 22.0222 -36.4581 -13.4036
H61 25.3238 -35.3692 -15.1742
H62 26.7278 -36.2788 -14.5730
H63 26.7945 -34.5353 -14.7144
H64 26.4199 -35.4143 -12.3547
H65 25.2860 -34.1431 -13.0387
H66 23.4123 -34.7630 -11.4359
H67 23.2933 -36.4514 -10.9785
H68 25.6423 -36.5144 -10.1670
H69 25.7462 -34.8058 -10.4319
H70 24.5339 -35.5061 -9.2691
H71 23.7188 -36.3515 -14.7022
H72 23.3670 -34.8330 -13.9189
H73 21.6093 -35.8361 -12.6075
H74 21.9993 -37.4901 -13.0606
H75 21.4584 -36.3910 -14.3321
C31 28.2688 -39.2340 -16.2971
C32 29.5047 -39.2724 -15.3388
O5 30.5026 -38.4423 -15.8620
S2 30.1367 -37.9438 -17.3785
O6 30.4906 -38.9291 -18.3652
O7 30.4995 -36.5616 -17.5532
O8 28.5724 -38.0757 -17.0680
H76 27.3629 -38.9117 -15.7895
H77 28.1331 -40.1054 -16.9362
H78 29.8888 -40.2829 -15.1920
H79 29.1527 -38.8942 -14.3775
C33 23.9830 -40.8836 -8.6587
C34 22.4488 -41.1789 -8.7738
O9 21.7771 -39.9127 -8.8072
S3 22.7553 -38.7702 -9.3438
O10 22.4532 -37.5086 -8.7513
O11 22.8828 -38.8794 -10.7793
O12 24.0087 -39.4657 -8.5796
H80 24.5479 -41.1588 -9.5484
H81 24.4325 -41.2987 -7.7611
H82 21.9381 -41.7856 -8.0282
H83 22.2319 -41.7416 -9.6856
C35 27.8646 -44.7641 -9.2227
C36 26.7923 -44.0074 -9.9918
O13 25.7087 -43.9755 -9.0577
S4 25.7028 -45.2746 -8.0167
O14 24.8193 -46.3071 -8.4901
O15 25.5483 -44.7912 -6.6699
O16 27.2776 -45.6228 -8.2577
H84 28.5543 -44.1510 -8.6412
H85 28.5060 -45.3575 -9.8776
H86 26.3578 -44.4562 -10.8895
H87 27.1072 -42.9948 -10.2479

Forces on atoms 1 to 3 (eV/Å):
Cd -1.1496 2.3544 -0.3969
S -4.6350 0.1461 -4.8334
O 0.6838 1.3157 1.4946

Summary:
Total charge: -1
HOMO-LUMO gap in eV: 7.4
HOMO in eV: -5.5

***

> Which value of total charge does entry 3 give?

-1

***

> What is the formula in the first record?

C36H86N2O8

***

> Which value of HOMO-LUMO gap does entry 2 give?

5.5 eV

***

> Which formula does entry 2 have?

C36H87BClN5OP